# 1
A cluster of 5 separate species, C29H56BrCl8N4O2 in total in a non-equilibrium geometry, computed with the ωB97M-V functional and the def2-TZVPD basis.

```
! RIJCOSX wB97M-V def2-TZVPD def2/J DEFGRID3
* xyz 1 1
C 2.299 -3.042 1.769
C 1.685 -1.814 1.789
C 2.576 -0.627 1.978
N 1.855 0.616 2.298
N 1.926 0.851 3.735
C 1.090 0.138 4.405
C -0.320 -0.162 3.973
C 1.525 -0.459 5.704
C 2.506 1.728 1.729
N 3.782 2.101 2.120
C 4.959 1.577 1.418
C 5.911 0.810 2.322
O 6.657 -0.056 1.881
Br 5.990 1.255 4.210
N 1.864 2.446 0.865
C 0.470 2.170 0.475
C -0.472 2.745 1.523
C -1.905 2.207 1.375
C -2.927 3.304 1.068
C -4.335 2.683 1.049
C -4.567 1.902 -0.264
C -6.072 1.741 -0.540
C -6.653 0.603 0.344
C -7.157 -0.540 -0.544
C -7.311 -1.830 0.272
C 2.507 3.604 0.252
C 3.096 3.334 -1.162
C 2.918 1.915 -1.737
C 1.717 1.860 -2.696
C 1.299 0.444 -3.038
O 2.276 -0.193 -3.819
C 2.283 -1.590 -3.618
H 2.365 -3.649 0.881
H 2.813 -3.409 2.652
H 0.612 -1.681 1.718
H 3.313 -0.835 2.771
H 3.142 -0.541 1.056
H -0.371 -0.553 2.965
H -0.798 -0.861 4.647
H -0.858 0.778 4.048
H 1.053 0.052 6.542
H 2.600 -0.462 5.804
H 1.160 -1.481 5.729
H 3.866 1.983 3.128
H 4.746 0.948 0.564
H 5.528 2.425 1.036
H 0.315 1.112 0.322
H 0.295 2.736 -0.428
H -0.518 3.828 1.450
H -0.108 2.546 2.527
H -1.945 1.515 0.536
H -2.259 1.711 2.270
H -2.742 3.746 0.092
H -2.915 4.066 1.844
H -5.101 3.439 1.176
H -4.398 1.956 1.855
H -4.147 0.903 -0.156
H -4.044 2.415 -1.069
H -6.200 1.505 -1.590
H -6.538 2.684 -0.280
H -7.475 1.032 0.910
H -5.887 0.247 1.026
H -6.434 -0.665 -1.342
H -8.111 -0.264 -0.970
H -6.565 -1.864 1.062
H -7.184 -2.716 -0.338
H -8.280 -1.819 0.761
H 3.234 4.025 0.927
H 1.749 4.374 0.141
H 2.666 4.021 -1.881
H 4.153 3.574 -1.121
H 3.794 1.686 -2.336
H 2.858 1.115 -1.001
H 0.842 2.335 -2.270
H 2.018 2.326 -3.629
H 0.313 0.427 -3.507
H 1.208 -0.128 -2.105
H 1.278 -1.969 -3.424
H 2.635 -2.095 -4.513
H 2.921 -1.906 -2.786
C 5.765 -3.119 -1.936
Cl 4.232 -2.580 -1.226
Cl 5.988 -2.436 -3.546
H 6.578 -2.794 -1.299
H 5.748 -4.199 -2.007
C 1.291 -6.716 2.440
Cl -0.125 -5.760 2.898
Cl 1.853 -6.320 0.811
H 2.090 -6.509 3.142
H 1.027 -7.766 2.469
C 4.270 -2.266 -7.374
Cl 3.523 -3.826 -7.002
Cl 3.160 -1.190 -8.226
H 4.565 -1.794 -6.444
H 5.137 -2.440 -8.001
C -8.639 -1.790 -4.033
Cl -9.451 -2.405 -2.591
Cl -7.767 -0.275 -3.740
H -7.930 -2.534 -4.375
H -9.388 -1.609 -4.794
*
```

The total energy comes out at -7763.178403 hartree. Its frontier orbital gap is 7.7 eV.

Atomic partial charges in e from the Mulliken method, atoms 1 to 99: -0.9862, -0.3711, 0.2591, 1.6622, -0.9947, 0.8120, -1.2035, -1.4543, -0.8639, -0.1667, -0.0007, 0.1046, -0.4752, -0.1435, 0.5809, -1.3663, -0.7146, -0.5600, -0.8839, -0.6983, -0.7368, -0.7787, -0.7553, -0.2555, -1.4477, -0.8867, -1.0566, -0.0506, -0.8525, -0.6497, -0.2981, 0.1946, 0.1278, 0.2699, 0.2614, 0.3158, 0.0491, 0.2460, 0.5523, 0.2312, 0.3406, 0.3602, 0.3897, 0.4716, 0.0616, 0.5099, 0.5215, 0.5601, 0.4596, 0.7076, 0.1942, 0.2105, 0.3427, 0.3463, 0.5582, 0.2777, 0.2178, 0.5054, 0.2282, 0.4436, 0.3451, 0.3217, 0.3331, 0.3562, 0.4311, 0.3535, 0.2938, 0.6083, 0.5203, 0.4819, 0.3401, 0.6685, -0.2152, 0.3196, 0.5115, 0.3685, 0.3003, 0.3897, 0.0020, -0.3973, -0.4771, -0.1175, -0.1155, 0.3239, 0.3296, -0.2914, -0.1446, -0.1336, 0.2515, 0.3273, -0.0895, -0.1585, -0.1515, 0.0509, 0.3269, -0.3157, -0.1415, -0.1119, 0.2573



# 2
A cluster of 2 separate species, C29H57Br2N3O8P in total, computed with the ωB97M-V functional and the def2-TZVPD basis.

```
! RIJCOSX wB97M-V def2-TZVPD def2/J DEFGRID3
* xyz 1 1
C -4.526 -2.543 3.236
C -3.306 -3.103 3.916
O -2.088 -2.652 3.254
P -0.939 -2.201 4.240
O -0.760 -3.058 5.429
C 0.607 -2.106 3.310
C 0.702 -2.251 1.773
C 1.677 -1.276 1.040
C 1.679 0.207 1.437
C 3.072 0.784 1.703
Br 3.507 2.426 0.848
C 4.028 0.308 2.517
C 5.373 0.910 2.779
Br 3.717 -1.241 3.556
C 0.865 0.939 0.338
C -0.608 1.174 0.604
N -1.384 0.001 0.972
C -2.127 -0.581 -0.142
N 1.143 0.136 -0.913
C 0.235 0.287 -2.091
C 0.259 1.699 -2.678
C 1.002 1.775 -4.014
C 2.518 1.767 -3.875
N 3.039 2.683 -2.848
C 4.522 2.645 -2.792
C 2.611 4.026 -3.049
C 2.784 4.934 -1.872
O 2.141 4.402 -4.102
C 1.564 -1.295 -0.501
O 2.863 -1.432 -1.000
O 0.672 -2.141 -1.088
C 1.012 -3.543 -1.213
C -0.197 -4.413 -0.865
C 0.152 -5.574 0.051
O -0.742 -4.865 -2.100
O -1.405 -0.716 4.609
C -0.574 0.018 5.536
C -0.258 1.403 4.993
H -4.656 -2.943 2.233
H -4.472 -1.457 3.174
H -5.404 -2.782 3.833
H -3.295 -2.820 4.966
H -3.302 -4.189 3.884
H 1.096 -1.195 3.645
H 1.155 -2.922 3.774
H 1.156 -3.228 1.615
H -0.271 -2.293 1.303
H 2.646 -1.738 1.196
H 1.089 0.372 2.338
H 5.841 1.234 1.854
H 6.019 0.182 3.257
H 5.270 1.755 3.459
H 1.245 1.923 0.102
H -1.032 1.689 -0.265
H -0.632 1.883 1.429
H -2.042 0.294 1.680
H -1.533 -1.331 -0.664
H -2.411 0.170 -0.886
H -3.019 -1.078 0.206
H 2.035 0.524 -1.236
H 0.594 -0.422 -2.835
H -0.759 -0.029 -1.819
H 0.713 2.394 -1.974
H -0.768 2.025 -2.831
H 0.725 0.918 -4.628
H 0.673 2.663 -4.543
H 2.977 1.950 -4.849
H 2.841 0.768 -3.565
H 4.971 3.543 -3.216
H 4.871 2.542 -1.767
H 4.876 1.809 -3.386
H 1.814 5.331 -1.584
H 3.428 5.762 -2.162
H 3.240 4.426 -1.029
H 2.831 -1.719 -1.921
H 1.879 -3.782 -0.600
H 1.242 -3.725 -2.260
H -0.940 -3.780 -0.376
H 0.658 -6.354 -0.520
H 0.828 -5.280 0.850
H -0.742 -5.983 0.515
H -0.873 -5.815 -2.066
H 0.327 -0.547 5.768
H -1.132 0.087 6.465
H -0.795 1.556 4.062
H -0.586 2.183 5.675
H 0.803 1.550 4.802
C -5.617 2.739 -3.584
C -5.294 1.255 -3.401
C -3.775 1.289 -3.335
O -3.417 2.537 -2.740
C -4.565 3.396 -2.698
H -6.631 3.005 -3.293
H -5.472 3.031 -4.625
H -5.709 0.894 -2.457
H -5.666 0.619 -4.202
H -3.333 1.233 -4.337
H -3.353 0.483 -2.732
H -4.911 3.473 -1.662
H -4.272 4.388 -3.039
*
```

The total energy comes out at -7394.579243 hartree. Its frontier orbital gap is 9.7 eV.

Atomic partial charges in e from the Mulliken method, atoms 1 to 99: -1.1243, -0.3926, -0.1647, 0.4164, -0.8227, -1.0750, -0.3008, -0.6717, 2.5346, -1.6626, -0.1316, 0.6897, -1.4821, -0.0945, -0.6440, -2.3587, 0.0000, -1.9389, 1.6615, -0.2089, -0.3957, -1.4893, -1.1621, 0.3575, -1.0486, 0.4851, -0.8601, -0.5809, -1.2693, -0.6642, -0.2111, -1.1381, 1.1427, -1.7401, -0.5489, -0.3764, -0.4701, -0.8866, 0.2729, 0.2657, 0.4114, 0.4127, 0.3015, 0.2303, 0.5220, 0.3985, 0.1431, 1.6633, -0.1478, 0.4221, 0.4502, 0.2953, 0.7713, 0.4818, 0.6594, 0.3706, 0.4512, 0.7819, 0.4378, 0.4364, 1.0354, -0.5412, 0.2133, 0.2547, 0.4278, 0.6007, 0.5889, 0.4666, 0.4126, 0.2391, 0.3945, 0.2989, 0.3896, 0.0274, 0.6101, 0.5945, 0.5218, -0.2831, 0.5215, 0.4055, 0.4024, 0.3863, 0.3527, 0.5601, 0.0872, 0.3764, 0.2482, -0.6090, -0.7287, 0.0037, -0.3869, -0.4855, 0.3591, 0.2656, 0.2802, 0.3869, 0.2702, 0.0691, 0.2898